Arrangement w

# C3H5NO

A single C3H5NO molecule (wB97M-V/def2-TZVPD, the Open Molecules 2025 dataset).

Calculated values
LUMO energy = 0.860 eV
SMILES = C/C=N/C=O
Kohn-Sham gap = 10.666 eV

The geometry in XYZ format:
```
10
C3H5NO wB97M-V/def2-TZVPD
C 1.615 0.340 0.001
C 0.265 -0.128 -0.399
N -0.725 -0.006 0.353
C -2.043 -0.258 0.336
O -2.904 0.447 -0.122
H 1.588 0.788 0.990
H 2.312 -0.496 -0.008
H 1.971 1.072 -0.723
H 0.192 -0.606 -1.382
H -2.271 -1.154 0.954
```

Mulliken population analysis, charges in e, atoms 1 to 6:
1. C -0.980
2. C 0.103
3. N -0.275
4. C 0.152
5. O -0.493
6. H 0.269

Arrangement x

# C3H5NO

A single C3H5NO molecule (wB97M-V/def2-TZVPD, the Open Molecules 2025 dataset).

Calculated values
LUMO energy = -0.336 eV
SMILES = C=NC(C)=O
Kohn-Sham gap = 9.342 eV

The geometry in XYZ format:
```
10
C3H5NO wB97M-V/def2-TZVPD
C -2.025 0.159 0.107
N -0.735 -0.156 -0.493
C 0.434 0.568 -0.030
C 1.539 -0.423 -0.094
O 0.351 1.723 0.250
H -2.756 -0.434 -0.465
H -2.006 0.744 0.912
H 2.542 -0.018 -0.363
H 1.527 -0.946 0.904
H 1.129 -1.217 -0.728
```

Mulliken population analysis, charges in e, atoms 1 to 6:
1. C -0.280
2. N -0.417
3. C 0.640
4. C -0.876
5. O -0.513
6. H 0.265

Stability check: which of them is most stable? arrangement w.

Arrangement w

# C3H5NO

A single C3H5NO molecule (wB97M-V/def2-TZVPD, the Open Molecules 2025 dataset).

Calculated values
LUMO energy = 0.933 eV
SMILES = O=CN1CC1
Kohn-Sham gap = 10.959 eV

The geometry in XYZ format:
```
10
C3H5NO wB97M-V/def2-TZVPD
O 2.366 -0.608 -0.344
C 1.493 0.165 -0.015
N 0.283 -0.095 0.651
C -0.923 0.601 0.205
C -0.718 -0.851 -0.069
H 1.583 1.226 -0.270
H -1.600 0.955 0.985
H -0.856 1.269 -0.657
H -0.420 -1.100 -1.091
H -1.242 -1.629 0.478
```

Mulliken population analysis, charges in e, atoms 1 to 6:
1. O -0.458
2. C 0.090
3. N -0.222
4. C -0.381
5. C -0.308
6. H 0.314

Arrangement x

# C3H5NO

A single C3H5NO molecule (wB97M-V/def2-TZVPD, the Open Molecules 2025 dataset).

Calculated values
LUMO energy = 0.713 eV
SMILES = O=C1CNC1
Kohn-Sham gap = 9.980 eV

The geometry in XYZ format:
```
10
C3H5NO wB97M-V/def2-TZVPD
O 1.847 -0.109 -0.093
C 0.641 0.002 0.171
C -0.511 -1.002 0.105
N -1.313 0.041 -0.281
C -0.387 1.070 0.100
H -0.282 -1.585 -0.775
H -1.081 -1.694 0.935
H -2.290 0.103 0.065
H -0.392 1.636 0.935
H 0.000 1.705 -0.701
```

Mulliken population analysis, charges in e, atoms 1 to 6:
1. O -0.575
2. C 0.442
3. C -0.221
4. N -0.378
5. C -0.465
6. H 0.165

Arrangement y

# C3H5NO

A single C3H5NO molecule (wB97M-V/def2-TZVPD, the Open Molecules 2025 dataset).

Calculated values
LUMO energy = 0.606 eV
SMILES = O=C[C@@H]1CN1
Kohn-Sham gap = 10.820 eV

The geometry in XYZ format:
```
10
C3H5NO wB97M-V/def2-TZVPD
O -2.539 0.030 -0.248
C -1.386 0.079 0.193
C -0.138 -0.155 -0.527
C 1.140 -0.536 0.076
N 0.972 0.882 -0.292
H -1.392 0.220 1.274
H -0.350 -0.329 -1.595
H 1.159 -0.723 1.122
H 1.991 -0.931 -0.512
H 0.545 1.464 0.508
```

Mulliken population analysis, charges in e, atoms 1 to 6:
1. O -0.478
2. C -0.175
3. C 0.034
4. C -0.241
5. N -0.502
6. H 0.358

Arrangement z

# C3H5NO

A single C3H5NO molecule (wB97M-V/def2-TZVPD, the Open Molecules 2025 dataset).

Calculated values
LUMO energy = 0.906 eV
SMILES = C=C/C=N\O
Kohn-Sham gap = 10.242 eV

The geometry in XYZ format:
```
10
C3H5NO wB97M-V/def2-TZVPD
C -1.065 -1.045 0.929
C 0.056 -0.416 0.581
C 0.307 -0.209 -0.855
N 0.706 0.853 -1.298
O 1.050 1.670 -0.299
H -1.426 -1.139 1.922
H -1.772 -1.251 0.131
H 0.984 -0.186 1.030
H -0.398 -0.742 -1.501
H 1.557 2.466 -0.641
```

Mulliken population analysis, charges in e, atoms 1 to 6:
1. C -0.799
2. C 0.111
3. C -0.118
4. N -0.356
5. O -0.352
6. H 0.293

Stability check: which of them is most stable? arrangement w.

Arrangement w

# C3H5NO

A single C3H5NO molecule (wB97M-V/def2-TZVPD, the Open Molecules 2025 dataset).

Calculated values
LUMO energy = 0.501 eV
SMILES = C=NC(C)=O
Kohn-Sham gap = 10.194 eV

The geometry in XYZ format:
```
10
C3H5NO wB97M-V/def2-TZVPD
C -0.317 -1.838 0.681
N 0.063 -1.206 -0.368
C -0.444 -0.113 -1.026
C 0.221 1.198 -0.744
O -1.182 -0.314 -1.993
H 0.137 -2.762 0.979
H -1.293 -1.885 1.172
H 1.196 0.906 -0.857
H -0.042 2.057 -1.395
H 0.059 1.431 0.242
```

Mulliken population analysis, charges in e, atoms 1 to 6:
1. C -0.193
2. N -0.333
3. C 0.615
4. C -0.982
5. O -0.554
6. H 0.257

Arrangement x

# C3H5NO

A single C3H5NO molecule (wB97M-V/def2-TZVPD, the Open Molecules 2025 dataset).

Calculated values
LUMO energy = 0.808 eV
SMILES = COCC#N
Kohn-Sham gap = 11.550 eV

The geometry in XYZ format:
```
10
C3H5NO wB97M-V/def2-TZVPD
C -1.106 0.734 0.333
O -0.364 0.430 -0.832
C 0.544 -0.631 -0.739
C 1.536 -0.453 0.349
N 2.236 -0.297 1.253
H -2.171 0.729 0.082
H -0.801 1.725 0.680
H -0.946 0.009 1.163
H 1.045 -0.661 -1.710
H 0.026 -1.587 -0.579
```

Mulliken population analysis, charges in e, atoms 1 to 6:
1. C -0.657
2. O -0.361
3. C -0.279
4. C 0.281
5. N -0.358
6. H 0.252

Stability check: which of them is most stable? arrangement x.

Arrangement w

# C3H3Br2NO

2 unconnected molecules or ions with the total composition C3H3Br2NO (wB97M-V/def2-TZVPD, the Open Molecules 2025 dataset).

Calculated values
LUMO energy = -0.306 eV
SMILES = [O-][N+]#CBr.C=CBr
Kohn-Sham gap = 9.251 eV

The geometry in XYZ format:
```
10
C3H3Br2NO wB97M-V/def2-TZVPD
O -0.379 -2.374 -0.615
N -1.133 -1.526 -0.288
C -1.932 -0.960 0.367
Br -3.358 0.211 0.463
C 1.440 0.296 0.481
C 0.998 1.062 -0.512
Br -0.269 2.409 -0.246
H 2.214 -0.423 0.304
H 1.126 0.343 1.561
H 1.293 0.960 -1.515
```

Mulliken population analysis, charges in e, atoms 1 to 6:
1. O -0.577
2. N 0.519
3. C 0.031
4. Br 0.037
5. C -0.576
6. C -0.203

Arrangement x

# C3H3Br2NO

A single C3H3Br2NO molecule (wB97M-V/def2-TZVPD, the Open Molecules 2025 dataset).

Calculated values
LUMO energy = -0.126 eV
SMILES = O=C(Br)[C@H]1CN1Br
Kohn-Sham gap = 8.938 eV

The geometry in XYZ format:
```
10
C3H3Br2NO wB97M-V/def2-TZVPD
O -0.767 -1.357 1.135
C -1.159 -0.700 0.221
Br -2.358 -1.579 -0.945
C -0.454 0.556 -0.259
C 0.675 0.814 0.595
N 1.016 0.208 -0.640
Br 2.104 -1.126 -0.997
H -0.742 1.092 -1.171
H 1.096 1.857 0.598
H 0.589 0.235 1.463
```

Mulliken population analysis, charges in e, atoms 1 to 6:
1. O -0.438
2. C 0.345
3. Br -0.137
4. C -0.064
5. C -0.392
6. N -0.278

Stability check: which of them is most stable? arrangement x.

Arrangement w

# C5H15NO

2 unconnected molecules or ions with the total composition C5H15NO (wB97M-V/def2-TZVPD, the Open Molecules 2025 dataset).

Calculated values
LUMO energy = 0.824 eV
SMILES = CCN(C)CC.O
Kohn-Sham gap = 9.489 eV

The geometry in XYZ format:
```
22
C5H15NO wB97M-V/def2-TZVPD
C 0.000 0.000 0.000
C -0.203 -1.431 0.432
N -1.542 -1.803 0.943
C -2.644 -1.546 -0.011
C -1.511 -3.246 1.200
C -2.792 -3.710 1.921
H -0.649 0.306 -0.837
H 1.052 0.078 -0.324
H -0.161 0.694 0.842
H -0.101 -1.916 -0.558
H 0.605 -1.819 1.082
H -2.589 -0.462 -0.209
H -3.633 -1.775 0.419
H -2.544 -2.084 -0.969
H -1.417 -3.725 0.206
H -0.663 -3.592 1.822
H -3.686 -3.709 1.275
H -3.001 -3.093 2.811
H -2.595 -4.745 2.249
O 0.207 -4.102 -2.107
H -0.319 -3.400 -2.552
H 0.815 -3.614 -1.506
```

Mulliken population analysis, charges in e, atoms 1 to 6:
1. C -1.345
2. C 0.016
3. N -0.204
4. C -0.957
5. C -0.159
6. C -1.344

Arrangement x

# C5H15NO

2 unconnected molecules or ions with the total composition C5H15NO (wB97M-V/def2-TZVPD, the Open Molecules 2025 dataset).

Calculated values
LUMO energy = 0.751 eV
SMILES = CC(C)N(C)C.O
Kohn-Sham gap = 9.406 eV

The geometry in XYZ format:
```
22
C5H15NO wB97M-V/def2-TZVPD
C -0.919 0.706 0.279
C 0.555 1.033 0.501
C 0.845 1.432 1.937
N 1.453 -0.212 0.161
C 0.932 -0.907 -1.014
C 1.365 -1.243 1.217
H -1.530 1.360 0.901
H -1.097 -0.340 0.510
H -1.339 0.875 -0.711
H 0.879 1.759 -0.246
H 0.616 2.489 2.108
H 0.225 0.876 2.620
H 1.887 1.449 2.265
H 0.859 -0.165 -1.806
H 1.639 -1.683 -1.363
H 0.026 -1.517 -0.960
H 1.561 -0.926 2.233
H 2.054 -2.038 0.899
H 0.387 -1.744 1.315
O -3.607 -0.236 -3.271
H -2.748 -0.153 -3.685
H -4.043 -0.816 -3.891
```

Mulliken population analysis, charges in e, atoms 1 to 6:
1. C -1.180
2. C 0.577
3. C -1.794
4. N -0.234
5. C -1.085
6. C -0.934

Arrangement y

# C5H15NO

2 unconnected molecules or ions with the total composition C5H15NO (wB97M-V/def2-TZVPD, the Open Molecules 2025 dataset).

Calculated values
LUMO energy = 0.821 eV
SMILES = CCCN(C)C.O
Kohn-Sham gap = 9.281 eV

The geometry in XYZ format:
```
22
C5H15NO wB97M-V/def2-TZVPD
C -0.487 -1.841 1.750
C 0.182 -1.876 0.404
C 0.649 -0.452 -0.113
N -0.106 0.027 -1.302
C -1.442 0.639 -0.804
C 0.740 1.118 -1.996
H -0.771 -2.823 2.157
H 0.064 -1.168 2.426
H -1.479 -1.363 1.627
H -0.277 -2.422 -0.432
H 1.182 -2.304 0.352
H 1.697 -0.653 -0.352
H 0.589 0.335 0.671
H -2.066 0.193 -1.572
H -1.502 1.693 -1.106
H -1.655 0.391 0.229
H -0.098 1.673 -2.417
H 1.143 1.810 -1.259
H 1.433 0.540 -2.599
O 0.714 2.354 1.153
H 1.092 1.467 1.176
H 0.396 2.662 2.008
```

Mulliken population analysis, charges in e, atoms 1 to 6:
1. C -1.023
2. C -0.519
3. C -0.262
4. N -0.251
5. C -0.897
6. C -0.873

Arrangement z

# C5H15NO

2 unconnected molecules or ions with the total composition C5H15NO (wB97M-V/def2-TZVPD, the Open Molecules 2025 dataset).

Calculated values
LUMO energy = 0.678 eV
SMILES = CC(C)[C@H](C)N.O
Kohn-Sham gap = 9.897 eV

The geometry in XYZ format:
```
22
C5H15NO wB97M-V/def2-TZVPD
C 0.647 -1.940 0.698
C 0.472 -0.349 0.713
C -0.365 -0.144 2.103
C -0.124 0.127 -0.614
C -1.221 1.246 -0.473
N -0.716 -1.143 -1.379
H 0.893 -2.166 1.804
H 1.553 -2.191 0.180
H -0.269 -2.600 0.378
H 1.527 0.102 0.919
H -0.732 0.838 2.243
H -1.249 -0.744 2.031
H 0.278 -0.459 2.916
H 0.734 0.454 -1.172
H -1.143 2.010 0.248
H -1.351 1.723 -1.474
H -2.210 0.887 -0.256
H -1.635 -1.320 -1.056
H -0.954 -0.826 -2.441
O 1.650 2.262 -1.607
H 1.761 1.999 -2.540
H 2.453 2.233 -1.220
```

Mulliken population analysis, charges in e, atoms 1 to 6:
1. C -1.126
2. C 0.085
3. C -1.448
4. C 0.935
5. C -1.682
6. N -0.748

Stability check: which of them is most stable? arrangement w.

Arrangement w

# C5H15NO

2 unconnected molecules or ions with the total composition C5H15NO (wB97M-V/def2-TZVPD, the Open Molecules 2025 dataset).

Calculated values
LUMO energy = 0.849 eV
SMILES = CC(C)[C@@H](C)N.O
Kohn-Sham gap = 10.708 eV

The geometry in XYZ format:
```
22
C5H15NO wB97M-V/def2-TZVPD
C -0.101 -0.152 1.880
C 0.853 0.121 0.699
C 1.692 -1.146 0.478
C 0.026 0.575 -0.495
C 0.917 0.922 -1.700
N -1.041 -0.362 -0.928
H -0.903 0.570 2.011
H -0.530 -1.153 1.830
H 0.563 -0.169 2.750
H 1.622 0.856 0.949
H 2.609 -0.994 -0.087
H 1.098 -1.940 0.010
H 1.942 -1.556 1.460
H -0.456 1.526 -0.236
H 1.712 1.644 -1.497
H 0.370 1.265 -2.581
H 1.399 -0.015 -2.012
H -0.573 -1.265 -1.053
H -1.335 -0.056 -1.849
O -3.596 0.337 0.362
H -3.541 1.075 -0.248
H -2.727 -0.083 0.256
```

Mulliken population analysis, charges in e, atoms 1 to 6:
1. C -1.549
2. C 0.566
3. C -1.574
4. C 0.260
5. C -1.610
6. N -0.543

Arrangement x

# C5H15NO

2 unconnected molecules or ions with the total composition C5H15NO (wB97M-V/def2-TZVPD, the Open Molecules 2025 dataset).

Calculated values
LUMO energy = 0.787 eV
SMILES = CCC[C@@H](C)N.O
Kohn-Sham gap = 9.675 eV

The geometry in XYZ format:
```
22
C5H15NO wB97M-V/def2-TZVPD
C 1.084 -1.349 1.525
C 1.863 0.036 1.227
C 1.724 0.563 -0.253
C 0.121 0.557 -0.685
C -0.632 1.325 0.321
N 0.137 1.037 -2.041
H 0.105 -1.150 1.740
H 1.410 -1.996 2.303
H 1.122 -1.695 0.450
H 1.736 0.770 2.059
H 3.005 -0.181 1.263
H 2.159 1.586 -0.534
H 2.226 -0.212 -0.848
H -0.456 -0.378 -0.614
H -1.135 0.634 1.086
H -1.412 1.851 -0.162
H -0.105 2.117 0.815
H -0.666 1.492 -2.316
H 1.026 1.568 -2.355
O -4.397 -1.987 -0.658
H -3.942 -1.747 -1.431
H -4.974 -2.840 -0.891
```

Mulliken population analysis, charges in e, atoms 1 to 6:
1. C -1.037
2. C -0.344
3. C -1.103
4. C 0.686
5. C -1.408
6. N -0.572

Arrangement y

# C5H15NO

2 unconnected molecules or ions with the total composition C5H15NO (wB97M-V/def2-TZVPD, the Open Molecules 2025 dataset).

Calculated values
LUMO energy = 0.956 eV
SMILES = CC(C)[C@H](C)N.O
Kohn-Sham gap = 9.977 eV

The geometry in XYZ format:
```
22
C5H15NO wB97M-V/def2-TZVPD
C 1.450 0.556 1.829
C 0.444 0.984 0.765
C 0.138 2.498 1.037
C -0.901 0.116 0.840
C -1.455 -0.042 -0.566
N -1.918 0.588 1.760
H 2.433 0.380 1.401
H 1.306 -0.479 2.162
H 1.470 1.326 2.589
H 0.730 1.025 -0.278
H -0.465 3.101 0.361
H -0.421 2.626 1.981
H 1.074 3.028 1.225
H -0.547 -0.844 1.245
H -1.284 -0.990 -1.080
H -2.543 -0.245 -0.527
H -1.119 0.837 -1.110
H -1.543 1.231 2.442
H -2.628 1.134 1.292
O 1.898 -3.954 -4.711
H 1.780 -4.555 -3.974
H 1.616 -4.426 -5.479
```

Mulliken population analysis, charges in e, atoms 1 to 6:
1. C -1.336
2. C 0.365
3. C -1.711
4. C 0.432
5. C -1.351
6. N -0.708

Arrangement z

# C5H15NO

2 unconnected molecules or ions with the total composition C5H15NO (wB97M-V/def2-TZVPD, the Open Molecules 2025 dataset).

Calculated values
LUMO energy = 0.675 eV
SMILES = CC(C)[C@@H](C)N.O
Kohn-Sham gap = 10.375 eV

The geometry in XYZ format:
```
22
C5H15NO wB97M-V/def2-TZVPD
C 1.156 1.187 0.924
C -0.141 0.360 1.101
C -1.305 1.007 0.379
C 0.077 -1.096 0.669
C -1.016 -2.030 1.177
N 0.249 -1.291 -0.785
H 1.953 0.626 1.391
H 1.412 1.363 -0.115
H 1.039 2.175 1.358
H -0.296 0.395 2.176
H -2.137 0.350 0.160
H -0.985 1.395 -0.596
H -1.709 1.868 0.901
H 1.013 -1.418 1.132
H -1.969 -1.811 0.708
H -1.031 -2.010 2.256
H -0.789 -3.044 0.863
H 1.009 -0.691 -1.100
H -0.559 -0.830 -1.220
O 1.190 1.375 -4.051
H 2.119 1.115 -4.027
H 0.722 1.006 -3.301
```

Mulliken population analysis, charges in e, atoms 1 to 6:
1. C -1.588
2. C 0.704
3. C -1.564
4. C 0.137
5. C -1.504
6. N -0.751

Stability check: which of them is most stable? arrangement w.